Entry from the OMol25 dataset: a 2-piece molecular cluster, C20H12N5O7S overall at a distorted geometry (ωB97M-V with the def2-TZVPD basis set).

Each line ends with the natural charge from an NBO analysis.
Geometry (Å):
C 2.47 -0.10 3.85  -0.289
C 2.91 0.53 2.68  -0.211
C 1.98 0.97 1.74  -0.280
C 0.59 0.82 1.96  0.088
C -0.33 1.22 0.93  -0.733
C 0.10 1.98 -0.17  0.274
N 0.46 2.67 -1.05  -0.465
S -2.07 1.35 1.38  2.164
C -2.76 2.25 -0.02  -0.224
C -3.03 3.61 0.13  -0.206
C -3.65 4.32 -0.90  -0.224
C -4.02 3.65 -2.08  -0.205
C -3.74 2.29 -2.23  -0.209
C -3.10 1.60 -1.21  -0.206
O -2.65 0.02 1.34  -0.964
O -2.19 2.18 2.55  -0.957
C 0.16 0.27 3.20  -0.268
C 1.10 -0.20 4.12  -0.201
H 3.19 -0.48 4.56  0.197
H 3.97 0.67 2.47  0.201
H 2.30 1.48 0.83  0.217
H -2.74 4.11 1.05  0.240
H -3.83 5.39 -0.79  0.209
H -4.53 4.20 -2.87  0.205
H -4.02 1.76 -3.15  0.212
H -2.84 0.55 -1.35  0.245
H -0.89 0.22 3.45  0.222
H 0.74 -0.64 5.05  0.201
O 4.60 -4.49 -1.77  -0.344
N 3.80 -3.82 -2.44  0.503
O 3.97 -3.58 -3.66  -0.391
C 2.59 -3.28 -1.85  0.013
C 1.70 -2.55 -2.64  -0.114
C 0.59 -1.91 -2.06  0.007
N -0.36 -1.28 -2.95  0.501
O -0.03 -1.13 -4.15  -0.375
O -1.48 -0.95 -2.50  -0.350
C 0.38 -1.90 -0.65  -0.085
C 1.18 -2.75 0.14  0.105
N 0.99 -3.20 1.42  -0.008
O 2.00 -4.22 1.55  -0.123
N 2.78 -4.36 0.43  -0.022
C 2.27 -3.46 -0.45  0.053
H 1.86 -2.49 -3.72  0.291
H -0.41 -1.33 -0.17  0.305

The spin multiplicity is 1. The HOMO energy comes out at -3.9 eV. The value obtained for the energy above the lowest of the compared OMol25 structures with the same formula, charge and spin is 0.076 eV. As for the net charge: -1. The total energy is -1967.72794 Ha. As for the maximum force: 3.24 eV/Å.

---

Entry from the OMol25 dataset: C20H12N6OPtS2 as an isolated structure (ωB97M-V with the def2-TZVPD basis set).

Each line ends with the natural charge from an NBO analysis.
Geometry (Å):
Pt 0.22 -1.01 0.34  0.688
S -2.30 3.18 0.57  0.400
C -0.71 3.86 0.38  -0.247
C -0.33 5.19 0.29  -0.198
C 1.02 5.46 0.14  -0.216
C 1.96 4.43 0.09  -0.214
C 1.58 3.11 0.19  -0.225
C 0.22 2.82 0.33  0.189
N -0.31 1.55 0.44  -0.514
C -1.60 1.59 0.56  0.092
C -2.40 0.35 0.62  -0.081
C -3.78 0.42 0.76  -0.185
C -4.55 -0.73 0.79  -0.234
C -3.92 -1.96 0.68  -0.189
C -2.54 -2.04 0.54  -0.269
C -1.76 -0.89 0.50  -0.143
H -1.06 5.99 0.32  0.220
H 1.35 6.49 0.06  0.215
H 3.01 4.68 -0.03  0.213
H 2.30 2.30 0.15  0.220
H -4.27 1.39 0.85  0.211
H -5.62 -0.67 0.90  0.214
H -4.51 -2.87 0.70  0.212
H -2.07 -3.01 0.44  0.217
O 0.88 -2.52 -1.94  -0.510
N 0.21 -1.48 -1.67  0.022
C -0.32 -0.84 -2.70  -0.156
C -0.12 -1.37 -4.02  0.267
N 0.03 -1.76 -5.09  -0.298
C -1.07 0.36 -2.56  0.274
N -1.67 1.35 -2.54  -0.310
S 0.84 -1.52 2.63  -0.052
C 2.04 -2.24 1.69  0.263
N 2.67 -3.40 2.03  -0.518
C 3.49 -4.05 1.17  0.110
C 3.75 -3.52 -0.05  -0.325
C 3.11 -2.30 -0.36  0.208
N 2.35 -1.66 0.49  -0.523
H 2.38 -3.82 2.90  0.442
H 3.90 -4.98 1.52  0.235
H 4.37 -4.03 -0.76  0.255
H 3.25 -1.83 -1.33  0.241

The spin multiplicity is 1. The HOMO energy comes out at -7.9 eV. The value obtained for the energy above the lowest of the compared OMol25 structures with the same formula, charge and spin is 0.000 eV. As for the net charge: 0. The total energy is -2088.74030 Ha. As for the maximum force: 0.54 eV/Å.

---

Entry from the OMol25 dataset: C20H13AlBrN6SSe as an isolated structure (ωB97M-V with the def2-TZVPD basis set).

Each line ends with the natural charge from an NBO analysis.
Geometry (Å):
Al -0.72 -0.36 0.15  1.916
Se 4.68 4.76 0.05  1.166
N 4.67 3.03 -0.28  -0.576
C 3.42 2.64 -0.22  0.069
C 2.99 1.26 -0.44  -0.038
C 3.85 0.22 -0.81  -0.024
C 3.32 -1.03 -1.04  -0.222
C 1.96 -1.25 -0.86  0.109
N 1.13 -0.27 -0.48  -0.666
C 1.64 0.97 -0.28  0.161
C 0.68 2.00 0.06  0.242
N -0.61 1.58 0.19  -0.690
C -1.57 2.49 0.41  0.106
C -1.28 3.84 0.49  -0.222
C 0.03 4.27 0.39  -0.024
C 1.04 3.33 0.19  -0.081
C 2.45 3.66 0.08  0.156
N 2.93 4.87 0.25  -0.597
H 4.90 0.43 -0.93  0.282
H 3.95 -1.85 -1.36  0.275
H 1.53 -2.22 -1.05  0.221
H -2.58 2.13 0.52  0.226
H -2.09 4.54 0.64  0.276
H 0.28 5.32 0.46  0.281
S -5.15 -0.41 0.63  0.695
C -4.67 -0.02 -0.96  -0.393
C -3.32 -0.06 -1.07  -0.063
N -2.67 -0.39 0.12  -0.702
C -3.55 -0.59 1.09  -0.148
H -5.39 0.21 -1.73  0.306
H -2.75 0.14 -1.97  0.249
H -3.26 -0.85 2.10  0.264
Br -0.18 -1.25 2.47  0.273
C -0.36 -2.77 1.31  0.164
C -0.18 -4.06 1.72  -0.234
C -0.40 -5.04 0.76  -0.059
C -0.78 -4.68 -0.52  -0.208
C -0.92 -3.35 -0.84  0.084
N -0.70 -2.38 0.07  -0.666
H 0.11 -4.29 2.74  0.287
H -0.27 -6.09 1.03  0.281
H -0.98 -5.43 -1.28  0.283
H -1.21 -3.02 -1.83  0.243

The spin multiplicity is 1. The HOMO energy comes out at -17.1 eV. As for the net charge: +3. The total energy is -6713.75865 Ha. As for the maximum force: 0.63 eV/Å.

---

Entry from the OMol25 dataset: C20H13AuN4O2S as an isolated structure (ωB97M-V with the def2-TZVPD basis set).

Each line ends with the natural charge from an NBO analysis.
Geometry (Å):
Au 0.61 -0.02 -0.37  1.199
N 1.17 -4.06 -0.19  -0.464
C -0.14 -4.15 0.28  0.090
C -0.93 -5.25 0.59  -0.198
C -2.20 -4.97 1.04  -0.169
C -2.67 -3.65 1.17  -0.172
C -1.88 -2.57 0.85  -0.235
C -0.60 -2.84 0.40  0.170
N 0.44 -2.00 0.01  -0.568
C 1.47 -2.76 -0.34  0.401
C 2.70 -2.13 -0.79  0.058
C 3.91 -2.64 -1.10  -0.384
S 5.01 -1.38 -1.44  0.629
C 3.79 -0.23 -1.16  -0.112
N 2.63 -0.75 -0.84  -0.542
H 1.79 -4.83 -0.39  0.449
H -0.57 -6.27 0.50  0.247
H -2.86 -5.79 1.30  0.248
H -3.68 -3.49 1.52  0.243
H -2.24 -1.55 0.95  0.222
H 4.23 -3.67 -1.12  0.280
H 3.97 0.83 -1.25  0.261
O 0.01 1.47 4.79  -0.454
C 0.29 0.88 3.85  1.034
O 0.57 0.28 2.88  -0.576
C -0.78 1.31 0.29  0.208
C -1.95 1.77 0.87  -0.307
C -2.18 3.09 0.54  -0.041
C -1.35 3.83 -0.33  -0.120
C -1.64 5.16 -0.71  -0.134
C -0.83 5.81 -1.60  -0.178
C 0.29 5.17 -2.16  -0.119
C 0.62 3.88 -1.82  -0.251
C -0.20 3.22 -0.90  0.251
N 0.01 1.93 -0.47  -0.474
H -2.59 1.19 1.51  0.269
H -3.05 3.59 0.96  0.259
H -2.51 5.65 -0.29  0.244
H -1.06 6.83 -1.89  0.252
H 0.91 5.71 -2.87  0.248
H 1.48 3.39 -2.25  0.236

The spin multiplicity is 1. The HOMO energy comes out at -14.6 eV. The value obtained for the energy above the lowest of the compared OMol25 structures with the same formula, charge and spin is 0.219 eV. As for the net charge: +2. The total energy is -1672.81828 Ha. As for the maximum force: 0.93 eV/Å.

---

Entry from the OMol25 dataset: C20H14BrCl3NORh as an isolated structure at a distorted geometry (ωB97M-V with the def2-TZVPD basis set).

Each line ends with the natural charge from an NBO analysis.
Geometry (Å):
Rh -0.34 -0.58 0.42  0.863
Br -1.14 -2.03 -1.41  0.297
C -2.22 -0.66 -2.15  -0.091
C -2.97 -0.90 -3.28  -0.173
C -3.78 0.12 -3.77  -0.189
C -3.81 1.35 -3.14  -0.101
C -3.02 1.60 -2.01  -0.106
C -2.99 2.87 -1.40  -0.043
C -2.16 3.13 -0.32  -0.223
C -1.35 2.13 0.20  -0.169
C -1.38 0.82 -0.32  -0.074
C -2.20 0.56 -1.48  -0.052
H -2.94 -1.87 -3.77  0.253
H -4.39 -0.06 -4.65  0.256
H -4.44 2.14 -3.53  0.246
H -3.61 3.66 -1.81  0.245
H -2.13 4.11 0.12  0.252
H -0.69 2.36 1.02  0.231
Cl 1.92 1.30 5.01  0.136
C 0.20 1.31 4.61  -0.258
Cl -0.72 0.26 5.68  0.139
Cl -0.45 2.95 4.60  0.135
C 0.06 0.78 3.25  0.462
N -0.05 0.38 2.18  -0.410
C 3.71 -0.57 -1.10  -0.717
C 2.45 -0.99 -0.44  0.654
O 1.56 -0.14 -0.28  -0.520
C 2.22 -2.38 -0.03  -0.230
C 1.28 -2.68 0.96  -0.160
C 1.00 -3.99 1.31  -0.206
C 1.68 -5.03 0.67  -0.134
C 2.64 -4.74 -0.29  -0.176
C 2.92 -3.43 -0.63  -0.126
H 3.69 0.50 -1.30  0.268
H 3.83 -1.10 -2.05  0.274
H 4.57 -0.83 -0.48  0.276
H 0.85 -1.92 1.62  0.182
H 0.29 -4.21 2.10  0.246
H 1.47 -6.05 0.94  0.252
H 3.17 -5.55 -0.77  0.253
H 3.66 -3.22 -1.39  0.239

The spin multiplicity is 1. The HOMO energy (alpha / beta) comes out at -14.4 / -14.4 eV. The value obtained for the energy above the lowest of the compared OMol25 structures with the same formula, charge and spin is 0.000 eV. As for the net charge: +2. The total energy is -4965.02385 Ha. As for the maximum force: 1.65 eV/Å.